12 unconnected molecules or ions with the total composition C16H56O12 at a distorted geometry, computed with ωB97M-V/def2-TZVPD.

Structure (XYZ):
```
84
Properties=species:S:1:pos:R:3:mulliken_charge:R:1
O 3.05 -5.87 -2.19 -0.615
O -0.86 -3.50 -0.06 -0.535
O 5.85 -3.55 -3.85 -0.567
O 2.62 -1.83 5.68 -0.493
O 1.99 -9.09 0.65 -0.571
O 7.49 -7.70 0.57 -0.028
O 5.90 -5.08 4.99 -0.626
O 4.84 -8.63 -3.02 -0.278
O 8.16 -5.89 3.44 -0.629
O 4.66 -6.13 -4.24 -0.753
O 5.50 -6.03 -0.65 0.671
O 5.49 1.08 2.67 -0.507
C 4.13 -0.77 1.85 -0.393
C 4.62 -9.83 -3.85 -0.296
C 5.60 -4.93 1.54 -1.067
C 3.39 -8.79 0.57 0.666
C 1.67 -2.69 5.23 -0.488
C 5.32 -11.06 -3.29 -1.008
C 4.90 -5.09 0.22 -0.033
C 0.25 -4.12 -0.73 -0.368
C 1.51 -3.54 -0.15 -0.461
C 9.47 -8.94 0.20 -1.366
C 2.06 -3.14 3.84 -0.829
C 7.71 -4.55 -2.80 -0.433
C 5.52 -0.20 2.16 -0.433
C 4.01 -8.54 1.99 -0.920
C 8.09 -8.61 -0.40 0.188
C 7.17 -3.93 -4.05 -0.426
H 5.18 -11.89 -3.99 0.370
H 10.04 -9.72 -0.31 0.405
H 3.60 -0.10 1.17 0.365
H 4.75 -4.10 -0.19 0.288
H 6.60 -4.52 1.42 0.572
H 5.10 -4.17 2.14 0.048
H 4.80 -7.88 -3.61 0.223
H -1.63 -4.00 -0.33 0.301
H 1.68 -2.41 3.13 0.289
H 3.13 -3.28 3.65 0.150
H 3.53 -0.77 2.76 0.149
H 5.96 -0.19 1.16 0.261
H 5.26 -6.34 -4.96 0.275
H 7.31 -5.56 -2.74 -0.076
H 3.36 -6.08 -3.07 0.349
H 3.52 -7.92 -0.07 -0.432
H 0.29 -5.15 -0.36 0.234
H 5.49 1.01 3.63 0.319
H 3.52 -7.70 2.49 0.218
H 1.60 -4.07 3.49 0.462
H 1.46 -2.48 0.10 0.440
H 5.75 -5.81 2.16 -0.025
H 9.38 -9.31 1.22 0.358
H 7.09 -4.60 -4.90 0.176
H 5.76 -2.60 -3.74 0.285
H 3.80 -9.69 0.10 0.169
H 2.36 -3.80 -0.78 0.089
H 6.39 -10.91 -3.14 0.224
H 0.23 -3.81 -1.78 0.299
H 3.87 -5.35 0.48 0.128
H 7.78 -6.22 2.62 0.311
H 0.64 -2.36 5.13 0.318
H 1.69 -3.50 5.97 0.299
H 5.15 -5.90 -1.54 -0.152
H 6.03 -0.91 2.81 0.296
H 8.80 -4.57 -2.87 0.442
H 7.43 -5.46 3.88 0.374
H 3.80 -9.37 2.66 0.446
H 7.74 -3.13 -4.52 0.444
H 4.78 -5.19 -4.10 0.235
H 5.83 -4.17 5.28 0.302
H 7.43 -9.46 -0.58 0.326
H 1.64 -4.02 0.82 0.002
H 3.07 -6.71 -1.72 0.258
H 3.99 -1.80 1.51 -0.045
H 6.69 -7.37 0.17 0.163
H 8.26 -8.08 -1.34 0.235
H 4.81 -9.53 -4.89 0.369
H 5.04 -5.45 5.14 0.280
H 3.54 -9.92 -3.84 0.311
H 4.88 -11.43 -2.37 0.258
H 5.09 -8.43 1.92 0.107
H 2.21 -1.44 6.46 0.312
H 7.30 -3.96 -1.98 0.129
H 1.52 -8.74 -0.11 0.313
H 10.13 -8.09 0.38 0.355
```

## Properties
* Kohn-Sham gap (alpha / beta): 9.701 / 2.630 eV
* highest occupied orbital energy (alpha / beta): -11.964 / -11.964 eV
* total charge: +1
* spin multiplicity: 2
* E_tot: -42057.342 eV


A single C5H8O molecule, computed with ωB97M-V/def2-TZVPD.

Structure (XYZ):
```
14
Properties=species:S:1:pos:R:3:mulliken_charge:R:1
O -1.13 -0.35 -0.98 -0.484
C -0.59 -1.34 -0.03 -0.150
C 0.28 0.98 -0.52 -0.507
C 0.09 0.83 0.97 -0.246
C 0.84 -1.31 -0.03 -0.751
C 0.08 -0.67 1.12 -0.399
H -0.06 -1.11 2.11 0.376
H 1.28 0.92 -0.92 0.334
H 0.94 1.31 1.49 0.310
H -1.28 -2.18 0.07 0.386
H -0.83 1.31 1.31 0.302
H -0.37 1.68 -1.05 0.272
H -0.79 -0.65 -1.84 0.380
H 1.47 -2.20 0.08 0.177
```

## Properties
* Kohn-Sham gap (alpha / beta): 7.043 / 7.141 eV
* highest occupied orbital energy (alpha / beta): -6.892 / -6.948 eV
* total charge: 0
* E_tot: -7356.048 eV


A molecular structure, C45H43F4N6P2Se2Y, computed with ωB97M-V/def2-TZVPD.

Structure (XYZ):
```
103
Properties=species:S:1:pos:R:3:mulliken_charge:R:1
Y 0.37 -1.28 -1.71 0.120
Se -3.42 3.38 1.98 -0.317
Se 0.47 -2.51 0.89 -0.535
P -0.41 -0.88 2.01 0.767
P -1.41 3.02 2.49 0.555
F 2.62 -5.82 -1.49 -0.334
F 5.23 -1.15 -0.56 -0.317
F 2.81 -1.08 -1.72 -0.214
F 5.04 -5.85 -0.43 -0.317
N 0.30 0.55 -0.13 0.540
N 1.38 -3.26 -2.21 0.944
N 0.84 1.81 -5.05 -0.064
N -0.16 2.64 0.15 -0.687
N 0.34 1.76 -0.67 -0.525
N 0.06 -2.61 -4.55 0.935
C -1.21 2.26 4.14 0.434
C -0.04 2.43 4.87 -0.170
C -1.44 -0.36 -2.94 1.214
C -0.24 6.85 3.18 -0.648
C 5.22 -3.51 -0.47 -0.583
C -3.76 0.10 -3.55 -0.804
C -0.99 5.70 3.01 -0.690
C -3.35 1.07 -4.44 -0.791
C 0.90 -1.25 5.86 -0.681
C -2.30 1.61 4.72 -0.148
C 2.61 -3.44 -1.68 -0.491
C -1.05 1.33 6.75 -0.492
C -2.21 1.14 6.02 -0.879
C 2.15 2.38 -4.81 -0.947
C -0.26 0.65 1.10 -1.004
C -2.15 -1.22 2.33 0.837
C -2.51 -2.40 2.97 -0.556
C 1.73 5.66 2.49 -0.798
C 1.29 -2.83 -5.30 -1.035
C -0.39 4.52 2.59 0.728
C 3.26 -4.65 -1.33 0.465
C -4.47 -0.64 2.08 -0.960
C 4.61 -2.31 -0.80 -0.140
C 0.79 1.14 -6.33 -1.025
C -0.35 -3.81 -3.82 -1.253
C 0.04 1.97 6.17 -0.788
C 1.13 6.83 2.92 -0.449
C -3.85 -2.68 3.18 -0.882
C -0.54 2.00 1.28 1.346
C 0.51 -0.73 3.55 0.671
C 0.43 0.96 -3.95 -0.494
C 2.63 -0.19 4.57 -0.670
C -3.13 -0.35 1.86 -0.357
C -1.06 0.64 -3.86 0.234
C 2.18 -0.72 5.77 -0.724
C 0.76 -4.36 -2.94 -1.085
C 3.38 -2.30 -1.39 0.331
C -4.83 -1.80 2.74 -0.546
C 1.80 -0.20 3.46 -0.633
C 4.51 -4.66 -0.75 0.202
C 0.06 -1.24 4.76 -0.261
C -2.81 -0.59 -2.80 -0.618
C -1.99 1.36 -4.58 -0.680
C 0.98 4.50 2.32 -0.251
C -1.01 -2.22 -5.46 -1.245
H 1.45 3.60 1.96 0.340
H -1.67 2.15 -5.25 0.504
H -1.75 -3.11 3.27 0.551
H 1.50 -4.88 -3.56 0.546
H 0.55 -1.65 6.80 0.480
H -4.81 -0.12 -3.42 0.431
H -0.99 0.98 7.77 0.457
H -0.71 7.77 3.50 0.391
H 6.19 -3.54 -0.01 0.509
H 2.83 -0.73 6.63 0.426
H 0.95 2.12 6.74 0.431
H 1.20 -3.69 -5.98 0.348
H 0.33 -5.12 -2.28 0.526
H 1.05 1.84 -7.12 0.457
H -1.18 -3.00 -6.22 0.501
H -2.06 5.71 3.19 0.320
H 3.62 0.23 4.49 0.453
H 2.41 3.06 -5.62 0.351
H -5.22 0.05 1.72 0.488
H -0.21 0.76 -6.53 0.259
H 2.15 2.94 -3.87 0.335
H 0.70 1.48 -3.03 0.642
H -5.87 -2.02 2.91 0.424
H 1.00 0.00 -3.99 -0.003
H -3.16 -1.33 -2.08 0.400
H 2.16 0.20 2.51 0.400
H -3.22 1.53 4.16 0.276
H 0.81 2.95 4.44 0.410
H 2.94 1.60 -4.74 0.296
H 2.79 5.64 2.27 0.410
H -0.75 -1.29 -5.96 0.115
H 1.72 7.73 3.04 0.379
H -4.08 1.63 -5.01 0.401
H -3.06 0.64 6.47 0.451
H -0.68 -4.60 -4.51 0.461
H 2.13 -2.99 -4.63 0.139
H -4.13 -3.60 3.68 0.437
H -1.22 -3.54 -3.21 0.227
H 1.49 -1.94 -5.90 0.260
H -0.95 -1.63 4.85 0.433
H 1.50 0.30 -6.38 0.224
H -1.94 -2.06 -4.91 0.346
H -2.87 0.56 1.33 0.535
```

## Properties
* Kohn-Sham gap: 7.790 eV
* highest occupied orbital energy: -7.828 eV
* total charge: 0
* E_tot: -217488.494 eV